(1)
Here is 2 unconnected molecules or ions with the total composition C8H14F3N2O at a distorted geometry from OMol25. Energies are from ωB97M-V with the def2-TZVPD basis set.

The geometry in XYZ format:
```
28
Properties=species:S:1:pos:R:3:lowdin_charge:R:1
C 3.03851 0.59177 1.75541 -0.117
C 3.10438 1.75711 0.98665 -0.390
N 1.99470 2.40514 0.58708 -0.105
C 1.16108 2.89359 1.63826 -0.352
C -0.33869 2.78815 1.32956 -0.110
C -0.84039 1.39857 1.07708 -0.609
F -2.22464 1.41407 1.14337 0.053
F -0.44648 0.49065 1.97647 0.134
F -0.57200 0.92415 -0.15830 0.093
H 2.33737 -0.16321 1.44469 -0.009
H 3.65363 0.47454 2.64024 -0.024
H 4.07589 2.12704 0.60929 0.050
H 1.33873 2.42391 2.61183 0.092
H 1.34273 3.97854 1.75054 0.085
H -0.63460 3.43117 0.50878 0.115
H -0.86840 3.11538 2.22498 0.113
C -0.04297 -2.34515 -1.10408 -0.336
O 0.66147 -3.28732 -0.79722 0.007
N -1.21441 -2.46755 -1.76800 -0.200
C -2.03180 -1.32459 -2.12631 -0.057
C -1.66176 -3.79728 -2.13169 -0.059
H 0.22120 -1.30361 -0.86948 0.131
H -3.01703 -1.41488 -1.66238 0.088
H -2.14983 -1.28413 -3.21271 0.084
H -1.56869 -0.40397 -1.78504 0.069
H -1.78174 -4.41162 -1.23783 0.088
H -0.92395 -4.27995 -2.77497 0.087
H -2.61233 -3.73056 -2.65621 0.078
```

The calculation puts the HOMO-LUMO gap at 4.880 eV. The value obtained for the electronic energy is -21701.8992 eV. Its charge is -1. For the LUMO energy, the calculation gives 2.911 eV. Its spin multiplicity is 1.

=====

(2)
Here is a molecular structure, C8H14FeN4O2S at a distorted geometry from OMol25. Energies are from ωB97M-V with the def2-TZVPD basis set.

The geometry in XYZ format:
```
30
Properties=species:S:1:pos:R:3:lowdin_charge:R:1
Fe 0.32643 -0.18061 -0.23693 0.512
C 1.16712 -1.35045 -2.17328 -0.302
C 0.12317 -1.31624 -3.17937 -0.164
C -0.75717 -2.35410 -2.84182 -0.178
C -0.35810 -2.87987 -1.61172 -0.175
C 0.90772 -2.31625 -1.22050 -0.263
H 2.13067 -0.84399 -2.34887 0.092
H -0.00453 -0.67740 -4.08101 0.087
H -1.65160 -2.58992 -3.45637 0.094
H -0.86625 -3.67761 -1.08210 0.078
H 1.59907 -2.67546 -0.43584 0.096
N -1.16748 -0.29676 0.92298 -0.199
N -1.02076 -0.56984 2.28238 -0.098
C 0.24992 -0.59171 2.75488 -0.806
N 0.43075 -1.07913 3.98223 0.083
S 1.56726 -0.25610 1.71688 0.686
H -0.93041 1.83837 1.39001 0.048
H -1.94954 -0.79650 0.58373 0.036
H -1.86423 -0.73598 2.84134 0.161
H -0.35105 -1.03397 4.62552 0.114
H 1.37739 -1.32415 4.25010 0.102
N -0.03196 1.79349 -1.18411 -0.025
C 0.66178 2.86681 -0.42058 -0.127
C -0.25915 3.59387 0.73142 -0.437
O -0.34725 4.80775 0.79184 0.090
O -0.85755 2.77919 1.64677 0.076
H 0.35544 1.78453 -2.10924 0.085
H -1.07474 1.86520 -1.15412 0.125
H 1.02765 3.73453 -1.01929 0.123
H 1.56740 2.48228 0.03506 0.086
```

The calculation puts the HOMO-LUMO gap (alpha / beta) at 7.203 / 7.306 eV. The value obtained for the electronic energy is -63799.2927 eV. For the LUMO energy (alpha / beta), the calculation gives 0.245 / 0.223 eV. Its spin multiplicity is 5. Its relative energy (zero: lowest compared OMol25 entry of this formula, charge and spin) is 24.9 kcal per mole.